1.
Computed, not measured: one molecule with the formula C18H21NO2, with the ωB97M-V functional and the def2-TZVPD basis.

XYZ file:
```
42
C18H21NO2, DFT the ωB97M-V functional and the def2-TZVPD basis
O -1.974 1.685 0.518
H -1.719 0.309 -3.098
H 3.056 2.000 3.154
O -4.480 -2.674 0.185
N -0.363 1.350 -1.029
C -5.258 -3.757 -0.264
C -2.271 -0.330 -2.425
C 0.839 3.356 -1.706
C 0.522 2.395 -0.562
H 4.968 -2.216 1.474
H 0.879 0.056 0.911
H 5.196 1.181 4.049
H -4.304 -3.024 -2.522
H 2.459 2.608 0.346
C -3.781 -1.949 -0.727
C 2.796 0.360 1.806
H 1.385 2.842 -2.495
C -3.002 -1.388 -2.929
C 3.349 -0.826 1.341
H -6.034 -3.432 -0.965
C 5.221 -0.569 2.817
C -3.748 -2.204 -2.094
H 0.966 1.456 1.983
H -3.088 -0.663 0.838
H -0.033 2.920 0.223
H -4.641 -4.528 -0.736
H 1.447 4.181 -1.346
H 2.327 1.223 -0.740
C -2.292 -0.074 -1.055
C 3.477 1.076 2.783
H -5.730 -4.170 0.626
C -1.548 1.068 -0.439
H 6.160 -0.931 3.211
H -2.997 -1.587 -3.991
C 4.680 0.615 3.287
H 2.828 -1.395 0.583
C 4.552 -1.289 1.843
H -0.081 3.759 -2.123
H -0.024 0.759 -1.771
C 1.802 1.795 0.030
C 1.513 0.886 1.230
C -3.053 -0.873 -0.220
```

Summary:
energy above the lowest of the compared OMol25 structures with the same formula, charge and spin	9.6	kJ/mol
SMILES string	COc1cccc(C(=O)N[C@H](C)CCc2ccccc2)c1
HOMO-LUMO gap	9.5	eV
HOMO	-8.76	eV

The molecule's Löwdin atomic charges, reported in e, are given here: 0.073, 0.107, 0.113, -0.077, 0.092, -0.089, -0.050, -0.048, -0.373, 0.100, 0.115, 0.100, 0.102, 0.123, -0.262, -0.243, 0.077, -0.075, -0.047, 0.096, -0.100, -0.022, 0.124, 0.133, 0.145, 0.095, 0.078, 0.123, -0.132, -0.047, 0.093, -0.452, 0.098, 0.106, -0.088, 0.112, -0.089, 0.079, 0.140, -0.145, -0.150, 0.066

=====

2.
Computed, not measured: a 2-piece molecular cluster, CH3N3S overall, with the ωB97M-V functional and the def2-TZVPD basis.

XYZ file:
```
8
CH3N3S, DFT the ωB97M-V functional and the def2-TZVPD basis
S 3.746 -0.243 0.073
H -2.764 0.866 0.086
C 2.203 -0.433 -0.070
H -1.224 0.914 -0.751
H 0.161 -0.674 0.211
N -1.795 0.486 0.019
N -1.371 -0.354 0.760
N 1.045 -0.562 -0.328
```

Summary:
energy above the lowest of the compared OMol25 structures with the same formula, charge and spin	74.0	kJ/mol
HOMO-LUMO gap	9.2	eV
HOMO	-8.97	eV

The molecule's Löwdin atomic charges, reported in e, are given here: 0.654, 0.124, -0.921, 0.125, -0.018, -0.068, 0.015, 0.089

=====

3.
Computed, not measured: C4H13CuN3O6PS2 as an isolated structure, with the ωB97M-V functional and the def2-TZVPD basis.

XYZ file:
```
30
C4H13CuN3O6PS2, DFT the ωB97M-V functional and the def2-TZVPD basis
H 2.202 1.676 0.770
O -1.815 -1.218 -0.588
P -3.271 -0.373 -0.040
C 2.408 -0.095 -0.774
H 3.647 -3.094 -0.723
H 2.833 0.566 -1.655
H 0.947 0.284 1.037
C 1.509 0.920 0.206
O -0.071 4.156 -0.832
H -0.151 0.850 -1.144
H -2.038 -1.534 -1.523
H -5.031 -1.519 0.747
O -3.929 1.913 1.807
C 3.252 -2.513 0.225
N 0.486 1.564 -0.717
H -3.791 0.255 -2.128
O 0.211 3.238 1.467
S -2.650 1.382 1.049
O -4.384 -0.038 -1.349
H 1.674 -0.876 -1.253
H 3.761 -0.420 1.089
H 4.603 -0.806 -0.605
H 2.069 -2.612 0.326
N -2.112 2.699 0.037
Cu -1.631 -3.081 0.109
S -0.373 2.880 0.045
H 3.726 -2.913 1.235
C 3.596 -0.888 0.029
N -4.050 -1.309 1.045
O -1.628 0.905 2.108
```

Summary:
expectation value of S²	0.77
HOMO-LUMO gap (spin up / spin down)	7.4 / 5.8	eV
charge	+1
HOMO (spin up / spin down)	-13.49 / -13.46	eV
2S+1	2

The molecule's Löwdin atomic charges, reported in e, are given here: 0.143, -0.313, 0.648, -0.194, 0.087, 0.127, 0.131, -0.229, -0.157, 0.093, 0.104, 0.034, -0.334, -0.137, -0.150, 0.105, -0.191, 0.576, -0.200, 0.097, 0.112, 0.125, 0.055, -0.317, 0.726, 0.769, 0.089, -0.238, -0.172, -0.389

=====

4.
Computed, not measured: C3H8ClNS as an isolated structure, with the ωB97M-V functional and the def2-TZVPD basis.

XYZ file:
```
14
C3H8ClNS, DFT the ωB97M-V functional and the def2-TZVPD basis
C -0.685 -1.523 0.322
Cl 1.443 2.151 -0.326
H -0.016 0.836 1.064
S -2.283 -0.603 0.850
H 1.652 -2.470 -0.889
H 1.079 -1.059 -2.446
H -0.114 -1.996 1.047
C 0.705 0.557 0.355
C 0.344 -0.507 -0.462
H 1.450 0.140 1.034
H -1.015 -2.189 -0.574
N 1.410 -1.296 -1.203
H -0.345 -0.361 -1.327
H -2.754 -1.924 1.152
```

Summary:
energy above the lowest of the compared OMol25 structures with the same formula, charge and spin	364.4	kJ/mol
HOMO-LUMO gap	9.7	eV
HOMO	-9.37	eV

The molecule's Löwdin atomic charges, reported in e, are given here: -0.467, 0.466, 0.029, 0.621, 0.168, 0.200, 0.035, -0.559, -0.620, 0.096, 0.093, -0.078, 0.110, -0.093

=====

5.
Computed, not measured: a 2-piece molecular cluster, C13H19P overall, with the ωB97M-V functional and the def2-TZVPD basis.

XYZ file:
```
33
C13H19P, DFT the ωB97M-V functional and the def2-TZVPD basis
H 1.697 1.230 0.971
H -1.453 3.242 -1.126
C -1.701 -1.219 -0.391
H 3.395 2.625 -0.168
P 1.628 -0.051 -1.187
H 1.801 -1.189 1.061
C -0.843 2.482 -0.641
H -5.745 -0.057 -0.604
C -5.182 0.123 0.312
C -1.053 -0.021 -0.521
H 0.031 2.275 -1.256
C -2.985 1.250 -0.139
H -5.473 1.095 0.704
H 4.244 1.611 1.005
H -0.502 2.883 0.314
C -3.708 0.077 0.028
H -1.616 -3.203 -1.176
H -3.486 2.206 -0.055
C -3.065 -1.145 -0.105
H 4.263 -1.145 -0.776
C 3.655 1.599 0.087
H -5.459 -0.644 1.032
H -3.625 -2.064 0.003
C 2.402 0.777 0.280
C -1.017 -2.539 -0.555
H 4.446 -1.228 0.980
H -0.043 -2.398 -1.018
H -0.878 -3.019 0.414
C 2.457 -0.727 0.328
H 4.274 1.198 -0.713
H 3.616 -2.523 0.110
C -1.623 1.223 -0.432
C 3.775 -1.448 0.149
```

Summary:
energy above the lowest of the compared OMol25 structures with the same formula, charge and spin	216.5	kJ/mol
HOMO-LUMO gap (spin up / spin down)	8.0 / 8.0	eV
HOMO (spin up / spin down)	-8.05 / -8.05	eV

The molecule's Löwdin atomic charges, reported in e, are given here: 0.096, 0.077, -0.306, 0.070, 1.046, 0.098, -0.069, 0.082, -0.055, -0.004, 0.039, -0.019, 0.073, 0.077, 0.081, -0.278, 0.079, 0.116, -0.020, 0.060, -0.128, 0.076, 0.119, -0.572, -0.064, 0.077, 0.039, 0.083, -0.568, 0.062, 0.070, -0.306, -0.132

=====

6.
Computed, not measured: C11H15ClN2O2STi as an isolated structure, with the ωB97M-V functional and the def2-TZVPD basis.

XYZ file:
```
33
C11H15ClN2O2STi, DFT the ωB97M-V functional and the def2-TZVPD basis
N 0.967 -0.361 2.564
C -0.321 -0.434 2.207
C 0.307 -0.466 -3.436
H 2.059 0.614 4.053
H 1.888 -1.163 4.264
C 0.450 -2.202 -1.901
Ti -0.324 0.009 -1.279
O -2.754 1.846 0.576
H 1.603 -0.890 1.961
H -1.519 2.333 2.799
C -1.025 -0.974 -3.198
H 2.296 -1.091 -2.607
C 0.710 0.647 -4.327
H 0.502 -0.088 4.587
C -1.025 1.589 3.432
H 0.960 0.278 -5.327
S -0.790 -1.329 0.774
H -0.096 1.373 -4.430
H -1.920 -0.653 -3.729
H 0.043 1.827 3.504
H 1.593 1.169 -3.947
N -1.260 0.223 2.920
C 1.207 -1.202 -2.593
C -0.930 -2.032 -2.241
H -1.736 -2.674 -1.917
H -1.488 1.631 4.423
C 1.381 -0.240 3.961
H -2.214 0.069 2.581
Cl -1.138 1.971 -2.167
H 0.886 -2.992 -1.285
C 1.380 0.790 -0.460
C -1.980 1.098 0.183
O 2.289 1.325 0.056
```

Summary:
HOMO-LUMO gap (spin up / spin down)	6.9 / 6.9	eV
charge	+2
HOMO (spin up / spin down)	-16.56 / -16.56	eV

The molecule's Löwdin atomic charges, reported in e, are given here: -0.011, -0.693, -0.367, 0.109, 0.116, -0.105, 0.453, 0.148, 0.140, 0.089, -0.088, 0.155, -0.047, 0.095, -0.022, 0.118, 0.791, 0.053, 0.153, 0.093, 0.103, -0.005, -0.075, -0.127, 0.140, 0.112, -0.018, 0.136, 0.368, 0.141, 0.011, -0.182, 0.214

=====

Number 1: electronic energy -24592.537 eV. Number 2: electronic energy -16388.512 eV. Number 3: electronic energy -96695.437 eV. Number 4: electronic energy -28084.760 eV. Number 5: electronic energy -23075.332 eV. Number 6: electronic energy -65183.165 eV.